Record 1
# C18H34N6NiO

A structure of composition C18H34N6NiO (the ωB97M-V functional and the def2-TZVPD basis, the Open Molecules 2025 dataset).

Properties
2S+1	3
HOMO-LUMO gap (spin up / spin down)	7.63 / 8.69	eV
energy above the lowest of the compared OMol25 structures with the same formula, charge and spin	0.0	kJ/mol
net charge	+2
total energy	-71234.296	eV

Each line ends with the Löwdin charge.
CARTESIAN COORDINATES (ANGSTROEM)
Ni: 1.3833 -0.6611 -1.0909  0.60
N: -4.7974 -0.1688 -0.3133  0.23
C: -3.4722 0.4537 0.0129  -0.31
C: -2.6293 0.5407 -1.2602  -0.09
C: -1.2447 1.1718 -0.9666  -0.31
N: -0.3071 0.2459 -0.2228  0.05
C: -1.5242 2.4808 -0.2577  -0.11
C: -2.3549 2.3647 1.0270  -0.37
N: -1.5988 1.6224 2.0578  0.07
C: -3.7028 1.7828 0.7088  -0.11
H: -4.7109 -1.2230 -0.4132  0.21
H: -5.1628 0.2189 -1.1506  0.15
H: -5.4922 -0.0295 0.4911  0.21
H: -3.0043 -0.1925 0.7680  0.15
H: -3.1708 1.0995 -2.0245  0.14
H: -2.4264 -0.4793 -1.6775  0.12
H: -0.7951 1.3813 -1.9114  0.13
H: -0.7674 -0.6186 -0.0150  0.04
H: -0.0736 0.7550 0.6211  0.06
H: -1.8062 3.2839 -0.9450  0.14
H: -0.5215 2.8148 0.0820  0.11
H: -2.5571 3.3760 1.3456  0.15
H: -2.1737 1.1158 2.7056  0.08
H: -1.1060 2.3044 2.6339  0.10
H: -4.1660 2.4838 -0.0142  0.15
H: -4.3495 1.7270 1.6054  0.14
N: 4.1522 3.0351 4.6177  0.20
C: 3.2719 3.3268 3.5945  -0.47
O: 2.5209 4.2587 3.5857  0.10
C: 3.1808 2.3196 2.4572  -0.10
C: 3.5611 0.9854 2.4810  0.02
C: 3.1777 0.1285 1.4377  -0.08
N: 2.5138 0.5632 0.3481  0.00
C: 2.2135 1.8803 0.2975  -0.13
C: 2.5012 2.7624 1.3151  0.02
H: 4.2183 3.5758 5.4306  0.10
H: 4.8751 2.3512 4.5284  0.10
H: 4.0630 0.5974 3.3667  0.12
H: 3.5237 -0.8998 1.5419  0.13
H: 1.6164 2.1515 -0.5821  0.11
H: 2.1581 3.7999 1.3547  0.13
C: -0.1354 -3.8778 -2.2837  -0.05
C: 0.0902 -3.4797 -0.7788  -0.45
C: -1.2273 -2.9883 -0.1378  -0.09
C: 1.3256 -2.5768 -0.5394  -0.20
H: -1.1549 -4.2087 -2.5315  0.09
H: 0.5687 -4.6029 -2.5262  0.05
H: 0.0433 -2.9788 -2.8345  0.04
H: 0.2773 -4.3843 -0.2502  0.11
H: -1.7229 -2.1670 -0.6542  0.03
H: -1.1166 -2.8354 0.9504  0.10
H: -1.8702 -3.8153 -0.3029  0.07
H: 2.2961 -3.0645 -0.8003  0.07
H: 1.4265 -2.3895 0.5022  0.02
C: 2.7357 -2.9337 -4.5394  -0.03
C: 2.7092 -1.8021 -3.6570  -0.21
N: 2.5291 -0.8972 -2.9576  0.14
H: 3.5515 -2.8534 -5.3119  0.12
H: 1.7142 -3.0112 -4.9771  0.11
H: 2.9438 -3.8197 -3.9413  0.09

Record 2
# C14H15NaO2

A structure of composition C14H15NaO2 (the ωB97M-V functional and the def2-TZVPD basis, the Open Molecules 2025 dataset).

Properties
2S+1	1
HOMO-LUMO gap	5.43	eV
energy above the lowest of the compared OMol25 structures with the same formula, charge and spin	0.0	kJ/mol
total energy	-23271.811	eV

Each line ends with the Löwdin charge.
CARTESIAN COORDINATES (ANGSTROEM)
C: -6.6993 1.1284 -0.7282  -0.08
C: -5.4279 1.9370 -0.7428  -0.24
O: -4.3221 1.0167 -0.7205  -0.01
C: -3.1240 1.6530 -0.7808  -0.49
C: -1.9774 0.7096 -0.7198  -0.06
C: -0.7394 1.1972 -0.7938  0.08
O: -3.0190 2.8662 -0.8734  0.08
H: -7.5582 1.8005 -0.7385  0.08
H: -6.7605 0.4814 -1.6055  0.08
H: -6.7592 0.5084 0.1681  0.08
H: -5.3763 2.5535 -1.6492  0.13
H: -5.3776 2.5871 0.1409  0.13
H: -2.2570 -0.3398 -0.6175  0.11
H: 0.1271 0.5400 -0.7391  0.05
H: -0.5887 2.2663 -0.9222  0.08
C: 2.7135 -1.4694 2.4980  -0.12
Na: 3.9630 -3.3286 0.5397  0.73
C: 1.4821 -1.8337 1.9207  -0.14
C: 1.5551 -1.6200 0.5296  -0.14
C: 2.8366 -1.0576 0.2194  -0.29
C: 3.5663 -0.9546 1.4681  -0.28
C: 4.9471 -0.6951 1.4438  -0.07
C: 5.5828 -0.5683 0.2132  -0.14
C: 4.8681 -0.6186 -0.9947  -0.14
C: 3.5014 -0.8842 -1.0086  -0.08
H: 3.0011 -1.5343 3.5444  0.09
H: 0.6018 -2.1875 2.4573  0.09
H: 0.7790 -1.8106 -0.2077  0.08
H: 5.4944 -0.6142 2.3875  0.11
H: 6.6635 -0.4056 0.1784  0.09
H: 5.3899 -0.4156 -1.9341  0.10
H: 2.9139 -0.9078 -1.9327  0.11